Entry from OMol25: the molecule C5H8ClNO2 at a distorted geometry (the ωB97M-V functional and the def2-TZVPD basis).

Values from the calculation:
- E (Eh) = -860.5511
- energy above the lowest of the compared OMol25 structures with the same formula, charge and spin (kJ/mol) = 527.0
- frontier orbital gap (eV) = 10.2288
- SMILES = C=[N+]([O-])OC/C=C(\C)Cl
- E_LUMO (eV) = 0.8

Geometry as XYZ:
```
17
C5H8ClNO2, DFT the ωB97M-V functional and the def2-TZVPD basis
C -1.98816 1.57414 0.67474
N -1.71618 0.56596 -0.07504
O -1.64083 0.43616 -1.28668
O -1.36539 -0.49069 0.78356
C -0.45739 -1.45551 0.29543
C 0.88844 -1.11249 0.79105
C 1.60267 -0.21476 0.14258
C 1.48463 0.43205 -1.17768
Cl 3.10462 0.34043 0.96995
H -1.93335 1.29461 1.79545
H -2.46845 2.39881 0.14836
H -0.68064 -2.43679 0.49890
H -0.63670 -1.53823 -0.82740
H 1.23895 -1.44147 1.87936
H 2.05298 -0.07268 -1.99786
H 0.46039 0.48566 -1.47372
H 2.05441 1.23478 -1.14100
```

Mulliken population analysis, charges in e, atoms 1 to 5: number 1, C, carries -0.514; number 2, N, carries 0.673; number 3, O, carries -0.664; number 4, O, carries -0.306; number 5, C, carries -0.705